Entry 1:
A gas-phase ion, C5H6N (charge +1) in a non-equilibrium geometry, computed with ωB97M-V/def2-TZVPD.

The geometry in XYZ format:
```
12
Properties=species:S:1:pos:R:3:forces:R:3
C 1.87215 -1.69568 0.23697 -1.5 1.1 -1.3
N 1.16523 -1.14245 -0.45897 -2.0 -1.1 1.0
C 0.45961 -0.11307 -0.98857 -0.4 3.4 -0.8
C -0.93547 0.42162 -1.40428 1.5 -2.3 2.5
C -0.81905 0.53491 -0.12359 2.5 -0.1 -3.9
C -1.00476 0.88881 1.22343 -2.1 1.4 0.2
H 2.54528 -2.37557 0.50453 2.5 -2.5 1.5
H 1.34563 0.35401 -1.46773 -1.0 1.3 0.3
H -1.42371 0.40451 -2.31344 -1.2 0.2 -1.5
H -1.42789 0.03166 1.63018 -1.5 -1.5 1.2
H -1.64971 1.77146 1.41735 0.4 -0.6 -0.3
H -0.12732 0.91979 1.74414 2.6 0.7 1.2
```
Forces are in eV/Å.

Properties
HOMO energy: -14.3 eV
SMILES: C#[N+][C@H]1C=C1C
Net charge: +1
Orbital gap: 9.6 eV

Entry 2:
A gas-phase ion, C5H6N (charge +1) in a non-equilibrium geometry, computed with ωB97M-V/def2-TZVPD.

The geometry in XYZ format:
```
12
Properties=species:S:1:pos:R:3:forces:R:3
C 2.63995 -1.08628 0.02799 1.6 -0.4 -0.6
C 1.62630 -0.50199 0.07842 -7.5 2.8 1.0
N -0.06807 -0.07305 0.42316 5.0 -1.1 2.0
C -0.59791 1.18288 -0.07056 -1.9 4.6 1.0
C -0.81035 -1.18116 0.11042 -2.7 -2.9 0.1
C -1.59421 -2.11341 0.04004 3.4 3.9 0.3
H 3.59531 -1.27236 -0.32962 1.4 -0.8 0.0
H 0.06743 0.03906 1.50687 -0.5 -0.5 -2.2
H 0.01201 2.05213 0.35288 0.0 -1.4 -1.3
H -0.84387 1.25412 -1.16474 0.7 -0.4 1.2
H -1.57349 1.55185 0.53863 1.7 -2.0 -1.4
H -2.10691 -2.99542 0.05717 -1.3 -1.7 -0.2
```
Forces are in eV/Å.

Properties
HOMO energy: -15.6 eV
SMILES: C#C[NH+](C)C#C
Net charge: +1
Orbital gap: 10.2 eV

Entry 3:
A molecular structure, C5H6N in a non-equilibrium geometry, computed with ωB97M-V/def2-TZVPD.

The geometry in XYZ format:
```
12
Properties=species:S:1:pos:R:3:forces:R:3
C 1.42375 0.75261 -0.16209 -0.6 -1.7 1.4
C 0.25308 1.32411 0.00155 3.3 3.3 -1.8
C 1.12197 -0.60920 0.37125 -1.2 -3.1 0.6
C -1.45238 -0.13724 -0.40611 -2.2 -1.4 0.8
C -0.46222 -0.41200 0.73508 0.0 -1.5 -3.1
N -0.92151 0.96547 0.48965 -1.7 -0.9 0.5
H 2.40680 0.93200 -0.54388 0.0 1.1 -0.4
H 1.27056 -1.42391 -0.48881 -0.8 1.8 1.8
H 1.49135 -1.11827 1.32061 0.6 1.3 -1.3
H -1.27927 0.03884 -1.51157 0.3 -0.2 1.5
H -2.55445 -0.48665 -0.17693 2.3 1.0 -0.3
H -1.46361 1.50454 1.15234 -0.1 0.3 0.2
```
Forces are in eV/Å.

Properties
HOMO energy (spin up / spin down): -14.2 / -15.0 eV
Net charge: +1
Orbital gap (spin up / spin down): 7.9 / 9.4 eV

Entry 4:
A gas-phase ion, C5H6N (charge +1) in a non-equilibrium geometry, computed with ωB97M-V/def2-TZVPD.

The geometry in XYZ format:
```
12
Properties=species:S:1:pos:R:3:forces:R:3
C -2.18172 0.31381 0.05719 3.8 1.9 0.3
C -3.14376 -0.33508 -0.36441 -2.7 -1.6 -0.7
C -0.00416 -1.37133 0.51912 -3.4 2.1 1.2
C 0.20839 -0.03003 0.19071 -1.0 -0.6 -2.4
C 1.56088 0.52033 -0.13564 -1.7 3.1 -1.5
N -0.92659 0.73934 -0.19520 -0.8 -0.1 0.0
H -0.99196 -1.81173 0.87158 1.3 0.8 -0.9
H 0.82284 -1.94691 0.63275 2.4 -1.7 0.2
H 2.37942 -0.09278 -0.42612 0.2 -1.1 0.3
H 1.78082 1.12754 0.73642 0.7 0.2 0.1
H 1.44726 1.27477 -1.03151 0.2 -1.3 1.7
H -0.95142 1.61206 -0.85488 1.0 -1.8 1.7
```
Forces are in eV/Å.

Properties
HOMO energy (spin up / spin down): -15.5 / -15.5 eV
Net charge: +1
Orbital gap (spin up / spin down): 7.8 / 7.3 eV

Entry 5:
A molecular structure, C5H6N in a non-equilibrium geometry, computed with ωB97M-V/def2-TZVPD.

The geometry in XYZ format:
```
12
Properties=species:S:1:pos:R:3:forces:R:3
C 0.32535 2.19771 0.96883 0.3 0.7 0.0
C -0.49463 2.72592 1.78980 -0.1 0.1 0.3
C 1.06983 1.43311 0.04654 -3.3 -0.5 1.6
C -0.79726 0.92839 0.92528 3.0 0.0 2.5
C 0.20600 -0.88665 -0.49396 0.7 0.0 -6.2
N 0.19633 0.45843 0.02374 1.7 -1.2 -1.9
H 1.95970 1.61754 -0.42375 2.2 0.0 -1.2
H -0.69144 0.27939 1.79547 -1.0 0.3 0.2
H -1.68649 1.21327 0.52814 -2.8 0.2 -1.1
H 1.20045 -1.19699 -1.03492 -1.7 1.1 1.3
H -0.60530 -1.06887 -1.37036 1.6 0.9 2.1
H -0.00773 -1.60789 0.18873 -0.6 -1.7 2.5
```
Forces are in eV/Å.

Properties
HOMO energy: -15.9 eV
Net charge: +1
Orbital gap: 9.9 eV

Entry 6:
2 unconnected molecules or ions with the total composition C5H6N in a non-equilibrium geometry, computed with ωB97M-V/def2-TZVPD.

The geometry in XYZ format:
```
12
Properties=species:S:1:pos:R:3:forces:R:3
C -3.02509 -0.13774 -0.01528 0.4 0.1 -0.2
C 0.09302 0.80980 0.88071 0.3 0.2 0.7
C -1.99963 0.58729 -0.57321 1.6 2.8 -2.5
C -0.86555 0.80583 0.11379 -0.1 -0.9 0.6
C 2.28025 -0.83251 -0.33283 -0.9 2.8 1.4
N -3.76741 -0.46681 0.78633 -1.4 -0.8 0.8
H 1.39225 -0.16147 -0.20502 -0.7 -0.2 0.5
H 0.70128 0.88241 1.78724 0.0 0.0 -0.9
H -2.03149 1.21831 -1.53664 -0.7 -1.3 1.2
H 2.95715 0.01770 -0.05887 0.5 -1.3 -1.2
H 2.01191 -1.18289 -1.30345 1.0 -0.3 -0.9
H 2.25330 -1.53993 0.45723 0.1 -0.9 0.4
```
Forces are in eV/Å.

Properties
HOMO energy (spin up / spin down): -16.0 / -16.0 eV
Net charge: +1
Orbital gap (spin up / spin down): 7.3 / 7.3 eV

Quick rundown of energy above the lowest of the compared OMol25 structures with the same formula, charge and spin, same order as above: 532.1 766.4 771.5 745.2 630.1 642.6 kJ/mol